114
Properties=species:S:1:pos:R:3 method="wB97M-V/def2-TZVPD" e_lumo_ev=-2.13 total_charge=+1 total_energy_ev=-150966.686 homo_lumo_gap_ev=7.33
C 2.41408 5.05975 -2.33970
H 4.97570 5.20244 0.09516
H 0.12494 5.21507 0.64498
H -2.03844 5.69921 4.01136
O -1.94593 -0.23139 2.34784
O -2.29485 3.73622 0.53815
H -0.87116 2.91319 -3.73665
S 0.03801 -0.95430 -3.50625
C -0.86323 -3.95694 1.21121
H -1.51335 1.24790 4.39427
H 1.88194 -2.19849 -4.45671
H 6.23704 4.28556 -0.71682
O -0.53813 2.05742 1.22011
O -3.41265 -0.80791 -2.04131
H -5.22601 -1.53932 3.00177
H 0.19105 -5.35280 -0.09160
O 4.35571 2.65312 0.61836
C 1.62746 -1.14247 -4.36637
O 2.41096 1.01018 1.01244
H -3.62617 3.19295 3.94699
H 2.30827 4.97015 -3.42085
H -0.39120 -6.03891 1.31149
C -2.78815 5.05883 4.47605
Pb 0.28537 -0.30798 0.61402
S -3.06795 0.68109 -1.41914
C -1.39852 -4.44298 -4.33223
S 3.37526 -2.46120 -0.68909
H -2.79914 1.06956 5.61849
C -4.41975 0.70792 -0.26477
C -0.07934 4.77231 1.61983
H 2.30405 6.35716 -0.62089
H -1.88309 -3.79038 1.55799
H -1.51481 -0.16338 5.53557
H 6.58337 5.14380 0.70080
C -0.42111 -3.62415 -3.48928
H -0.63137 -3.68354 -2.42140
H -0.61119 5.45630 2.28120
C 2.87901 -5.56181 -2.45224
H -1.51574 -5.46553 -0.06415
H -1.48079 -4.17726 -5.38614
C 4.70249 0.57955 2.26941
H -1.03179 3.35756 -2.05159
O 0.24308 -1.03068 -2.03959
H -2.42682 -4.37303 -3.97754
O 2.73562 -3.13530 -2.06393
H -4.57950 -3.11298 -2.04686
H -2.03348 -2.50311 -1.48330
O 1.88559 3.94154 -1.62654
H -0.25377 -3.91620 2.11398
C -2.11774 0.53573 4.95607
C 3.28659 -3.93289 0.41979
H -4.55879 1.67968 0.20899
H -2.42834 4.60331 5.39863
H 0.80306 4.52655 2.21064
C -2.97698 3.88138 3.40597
H 5.43865 1.10827 2.87490
H 1.79975 -5.67364 -2.55609
H -3.63958 -3.87260 4.19763
H -2.66193 -1.62104 -0.18731
H 2.25383 -4.28110 0.43575
H -0.92510 -5.41713 -4.20968
H -5.36791 0.59727 -0.79094
S -2.93818 -0.05317 3.41916
C 5.52611 3.32443 1.10476
S 3.38456 1.82875 1.72743
O -1.76152 3.22930 3.11899
O 3.11055 2.71527 2.87494
H 2.40528 -0.63549 -3.79536
S -1.23304 3.31639 1.52044
O -1.80937 0.65772 -0.64797
H 5.50651 3.51724 2.17740
H 4.14133 -0.16548 2.83347
H -5.16483 -2.18458 -0.77119
H -3.92908 -2.50706 2.36062
C 1.89762 6.28424 -1.62965
H 0.62662 -3.82168 -3.71589
C 3.45695 -4.18976 -2.70620
C -4.35788 -2.13212 3.28996
O 2.01217 2.34281 -3.53116
H 1.31738 -0.78862 -5.34961
H 3.63329 -3.59964 1.39797
O -4.17817 0.72812 3.24309
H -4.08129 -3.58347 -0.36855
H -5.19273 -4.14779 3.36438
H -5.01732 -3.34549 4.98111
H -3.77046 5.51257 4.60756
O -0.36006 -2.88824 0.44617
H -4.33476 -0.06144 0.50267
C -4.28659 -2.76355 -1.05680
C -0.66067 -5.27331 0.58393
H 5.21518 0.25301 1.36463
C -2.92868 -1.95470 -1.19012
H 0.81612 6.35533 -1.51393
H 4.50273 -4.25231 -2.40532
H 3.33842 -6.10948 -3.27510
C -0.38884 3.45917 -2.92589
H -3.57387 4.15377 2.53557
S 1.18173 2.66106 -2.33849
O -0.75015 -2.31496 -4.02032
H 6.28151 2.54707 1.21960
H 3.09891 -6.11151 -1.53704
O -3.41403 -1.42906 4.03525
H 3.93837 -4.69506 -0.00730
O 0.85726 1.66774 -1.31217
H -0.27765 4.44675 -3.37358
C -4.61814 -3.44877 3.97210
C 5.80839 4.51816 0.25799
H 2.25415 7.17434 -2.14804
O 4.76275 -2.05911 -1.05151
O -3.32090 1.71511 -2.42193
H 3.47258 4.81048 -2.26519
H 3.32812 -3.88663 -3.74525
O 2.42044 -1.51208 -0.21024
O -0.75393 0.16519 -4.02623


67
Properties=species:S:1:pos:R:3 method="wB97M-V/def2-TZVPD" e_lumo_ev=-2.74 total_charge=+1 total_energy_ev=-593546.628 homo_lumo_gap_ev=8.67
H 7.88364 1.65262 -3.91421
H -0.68153 2.64505 0.08368
C -2.01029 0.35721 -1.84583
H -2.86924 0.31669 0.09894
H -2.80622 0.96987 -2.24756
H -0.74233 -0.41362 5.18768
H 0.31243 -6.92221 -1.87118
H 5.52544 -0.14413 -4.67686
H 1.80041 -6.06507 -2.32077
C -1.00482 1.36064 3.26296
H 1.51030 -0.53504 -3.69941
C -2.03487 -0.01900 -0.50437
Br 5.70301 2.76605 -4.34100
C 2.57662 3.00702 -1.24403
Br 2.36954 -4.24905 -0.03470
C -0.85710 -1.25088 1.43475
C -1.39259 2.30559 2.10570
C 3.79204 2.21703 -0.84107
C 0.05192 -0.85968 -2.19001
H 0.78575 -2.17097 -3.67696
C 6.50145 0.01740 -4.23036
C 1.07948 -5.68042 -0.31349
Br 6.27997 -0.22859 -2.31428
C -0.26688 2.53594 1.08547
H -2.36913 -1.13931 5.25699
C -1.80795 -0.22788 5.05591
H 4.46416 2.02718 -1.67254
C 7.05230 1.38052 -4.55627
H -0.66170 -2.32411 1.45101
H -3.04264 0.86768 3.66679
H 4.33134 2.71696 -0.03979
C -0.97846 -0.05300 -2.67664
H 2.82993 4.04852 -1.42791
H -0.85324 1.95601 4.16636
H 1.48535 -6.54631 0.20410
C -0.99939 -0.78781 0.00160
C 1.16886 -1.35501 -3.06839
S -2.32677 -0.99621 2.44212
H 0.44094 1.70640 1.06628
Br -6.22698 3.77666 3.00340
H 7.18737 -0.76099 -4.55581
H -2.27565 1.91450 1.59847
Br 1.81623 2.34200 -2.90343
H -7.56749 2.47567 1.36368
Br -0.19890 -4.63424 -2.66328
H -8.19247 2.26868 3.01378
H -2.24777 -2.07248 3.23708
H 1.79261 2.94832 -0.49758
H 7.36220 1.42681 -5.59749
H -2.11039 0.51589 5.79186
H -1.68021 3.26249 2.53862
C -7.29807 2.27470 2.39549
Br 3.28959 0.47068 -0.12808
C -2.07880 0.35657 3.66566
H 0.15910 -5.36542 0.16788
C -6.55125 0.97722 2.54932
H 0.26992 3.45859 1.30557
H -0.96517 0.25095 -3.71589
H -7.21096 0.12390 2.41264
H 2.01909 -1.68665 -2.47630
C 0.86789 -5.99278 -1.77047
H -0.04564 0.87719 3.07593
C 0.02810 -1.20412 -0.84386
H 0.00150 -0.77775 1.91010
Br -5.15930 0.79006 1.19374
H -6.05816 0.90901 3.51386
H 0.83385 -1.81154 -0.44764